59
Properties=species:S:1:pos:R:3 method="wB97M-V/def2-TZVPD" de_lowest_ev=0.026 gap_ev=8.36 charge=+1
Pt -0.4048 0.4145 1.6836
Br 1.0513 6.7294 -2.2064
S -0.2437 -0.5834 3.6812
Si 1.7605 -0.1280 1.1140
O -0.8434 1.4101 -0.1236
O -0.1227 3.3167 1.6089
N -0.6974 1.7812 -4.2203
N -1.1165 0.5733 -2.4150
N -1.0213 -2.7734 2.3548
N -0.5999 -3.0096 4.5998
C -1.7035 -1.2855 -6.0442
C -1.3578 -4.1828 2.1786
C -0.6150 -5.0059 3.2164
C -1.9679 -2.0510 -4.8976
C 0.0862 4.0783 -2.4524
C 0.2926 4.2990 2.5530
C -0.8866 -4.4436 4.6003
C -1.1085 0.5387 -4.6777
C 0.4598 5.0567 -1.5623
C -0.7217 1.7467 -2.8658
C 0.4120 4.8442 -0.1886
C -0.4057 2.6147 -0.5973
C -0.6579 -2.2447 3.5107
C -1.2693 0.0220 -5.9574
C -0.3462 2.8398 -1.9711
C -0.0238 3.6251 0.2981
C 2.1034 -1.9671 1.1618
C 2.0880 0.4772 -0.6264
C 2.8628 0.7881 2.3117
C -1.3681 -0.2134 -3.5286
C -1.8055 -1.5315 -3.6302
H 0.1365 4.2776 -3.5135
H -2.4373 -4.3216 2.2750
H 0.7088 5.6359 0.4834
H -1.9251 -4.6168 4.8927
H 0.1588 3.8459 3.5300
H 3.9140 0.6078 2.0687
H -0.3370 -2.5602 5.4613
H 2.6866 1.8632 2.2512
H -1.0674 0.6103 -6.8422
H -0.9378 -6.0444 3.1700
H 1.4130 0.0348 -1.3605
H 1.3437 4.5572 2.4086
H -1.0694 -4.4736 1.1698
H 1.8939 -2.3992 2.1414
H -2.3087 -3.0704 -5.0166
H -0.3246 5.1958 2.4767
H 3.1087 0.1885 -0.8959
H -0.2446 -4.9132 5.3430
H 2.0218 1.5640 -0.7051
H -1.0651 0.8271 -0.9748
H 1.5228 -2.5040 0.4097
H -1.0463 -2.1134 1.5854
H 2.6942 0.4692 3.3410
H -1.8449 -1.7317 -7.0189
H -2.0139 -2.1180 -2.7457
H 3.1600 -2.1354 0.9371
H 0.4566 -4.9753 3.0095
H -0.4268 2.5639 -4.7892